1.
DFT (the ωB97M-V functional and the def2-TZVPD basis) results for a cluster of 2 separate species, C16H17NO in total.

XYZ file:
```
35
Properties=species:S:1:pos:R:3:forces:R:3
C -1.9230 -3.0162 -1.9191 0.154 -0.712 -1.047
C -1.0390 -2.1852 -1.0685 0.229 0.179 -0.411
C -1.2992 -0.9774 -0.5185 -0.572 0.469 0.437
N -0.2421 -0.5175 0.2411 0.454 -0.388 -0.324
C 0.7803 -1.4257 0.1098 -0.320 -0.149 0.116
C 2.0475 -1.4215 0.6628 -0.025 -0.354 0.528
C 2.8413 -2.5359 0.4478 0.742 1.305 -0.896
C 2.5117 -3.4753 -0.5322 -0.880 -0.227 0.875
C 1.2359 -3.4490 -1.0941 1.213 -0.947 -0.262
C 0.3296 -2.4714 -0.7341 0.072 0.439 0.363
H -2.0428 -4.0388 -1.5439 -0.255 0.266 0.447
H -1.4744 -3.2318 -2.8993 0.128 0.384 0.015
H -2.8970 -2.5786 -2.1431 0.037 0.024 0.349
H -2.1461 -0.3272 -0.6627 -0.255 -0.251 0.201
H -0.3097 0.1292 1.0095 -0.055 0.230 -0.274
H 2.4201 -0.6107 1.2801 -0.207 -0.012 0.033
H 3.8443 -2.4339 0.8360 0.150 -0.587 0.181
H 3.1727 -4.3120 -0.7130 0.072 0.115 -0.276
H 1.0588 -4.2207 -1.8316 -0.559 0.028 -0.028
C -2.8215 2.3273 0.3788 -0.652 -1.272 -0.793
C -1.3450 2.4175 0.6024 -0.508 1.123 -0.097
C -0.8780 2.6743 1.8802 0.487 -0.730 0.201
C 0.4691 2.9196 2.1254 0.292 0.004 0.153
C 1.3487 2.9789 1.0549 -0.301 0.318 -0.041
O 2.6350 3.3701 1.2592 0.253 -0.301 0.436
C 0.8721 2.7708 -0.2237 0.068 -0.589 -0.972
C -0.4621 2.5251 -0.4790 -0.487 0.419 1.070
H -3.4963 2.2541 1.2260 0.455 0.064 0.492
H -3.1143 1.4954 -0.2705 0.312 -0.370 0.208
H -3.1937 3.1154 -0.2237 -0.149 1.391 -0.400
H -1.5841 2.6119 2.6958 0.045 0.120 0.176
H 0.8753 3.0656 3.1206 -0.221 0.105 -0.017
H 3.1376 3.2849 0.4432 -0.044 0.009 -0.037
H 1.5728 2.6950 -1.0476 0.086 0.447 -0.091
H -0.8843 2.5938 -1.4691 0.243 -0.549 -0.315
```
Positions in Å, forces in eV/Å.

As for the frontier orbital gap: 0.3099 Eh. The calculation puts the LUMO energy at 0.73 eV. The SMILES is Cc1c[nH]c2ccccc12.Cc1ccc(O)cc1. The HOMO energy is -7.701 eV.


2.
DFT (the ωB97M-V functional and the def2-TZVPD basis) results for the molecule C16H17NO5S.

XYZ file:
```
40
Properties=species:S:1:pos:R:3:forces:R:3
C 7.5751 -1.1502 0.0761 -0.448 0.082 -0.058
C 6.1148 -1.2419 -0.3371 0.267 -0.275 -0.101
O 5.4465 -0.1142 0.2025 0.015 0.177 0.107
C 4.1265 0.0507 -0.0273 -0.339 0.049 -0.043
C 3.3278 -0.8237 -0.7643 0.342 -0.038 0.075
C 1.9809 -0.5482 -0.9313 -0.195 0.078 -0.054
C 1.4333 0.5871 -0.3726 -0.603 -0.001 -0.249
S -0.3068 0.9227 -0.5543 0.289 -0.719 0.337
O -0.5156 2.3378 -0.6454 0.107 0.181 0.297
O -0.8457 0.0748 -1.5819 0.262 -0.121 0.126
N -0.8521 0.4166 0.9614 0.590 0.318 -0.593
C -1.9878 1.1552 1.4994 -0.265 0.232 -0.108
C -3.2669 0.8085 0.7841 -0.126 0.178 0.042
C -3.6182 1.4860 -0.3737 -0.015 0.012 0.191
C -4.7498 1.1431 -1.1087 -0.319 -0.250 -0.026
C -5.5081 0.0980 -0.6405 0.273 -0.180 0.486
C -5.1587 -0.5912 0.5212 -0.057 0.284 -0.458
C -4.0438 -0.2583 1.2484 -0.259 -0.098 -0.091
O -6.0794 -1.5794 0.7601 0.423 0.166 0.254
C -7.0173 -1.4929 -0.2915 -1.014 -0.755 -0.148
O -6.6587 -0.4390 -1.1575 0.274 0.383 -0.166
C 2.2134 1.4656 0.3597 0.176 0.055 0.042
C 3.5534 1.2006 0.5323 0.041 -0.097 -0.051
H 7.6546 -1.1446 1.1596 0.048 -0.025 0.099
H 8.0122 -0.2327 -0.3076 0.083 0.065 -0.043
H 8.1246 -1.9999 -0.3182 0.072 -0.082 -0.033
H 5.6665 -2.1658 0.0526 -0.018 0.113 -0.083
H 6.0284 -1.2409 -1.4318 -0.068 -0.015 0.121
H 3.7426 -1.7130 -1.2108 0.054 -0.062 -0.029
H 1.3448 -1.2025 -1.5061 -0.011 -0.128 -0.090
H -1.0384 -0.5759 0.9172 0.051 -0.210 -0.089
H -2.0572 0.9295 2.5671 0.043 0.073 -0.101
H -1.7428 2.2090 1.3629 -0.154 -0.014 0.223
H -2.9884 2.2904 -0.7187 0.038 0.100 -0.045
H -5.0200 1.6688 -2.0085 -0.036 0.083 -0.135
H -3.7833 -0.7981 2.1447 0.030 -0.078 0.164
H -7.0315 -2.4424 -0.8512 0.088 0.237 0.114
H -8.0201 -1.3037 0.1246 0.268 0.026 -0.067
H 1.7544 2.3494 0.7714 0.040 0.161 0.119
H 4.1909 1.8646 1.0938 0.054 0.096 0.064
```
Positions in Å, forces in eV/Å.

As for the frontier orbital gap: 0.3190 Eh. The calculation puts the LUMO energy at 0.68 eV. The SMILES is CCOc1ccc(S(=O)(=O)NCc2ccc3c(c2)OCO3)cc1. The HOMO energy is -8.001 eV.


3.
DFT (the ωB97M-V functional and the def2-TZVPD basis) results for a structure of composition C16H18AsBrO8SSbTi.

XYZ file:
```
47
Properties=species:S:1:pos:R:3:forces:R:3
Ti -0.2880 -0.0681 -0.0761 1.294 -0.392 0.319
O 2.8374 -1.5964 0.7796 -0.017 0.003 -0.006
As 2.4528 -0.1345 1.6953 0.181 0.060 -0.008
O 3.0715 -0.2759 3.1847 0.002 0.001 0.029
O 0.7667 0.0051 1.5483 -0.579 -0.012 -0.674
C 3.2230 1.3875 0.7747 0.004 -0.059 0.049
C 4.2607 1.9629 1.4990 -0.007 -0.020 0.007
C 4.9233 3.0864 1.0231 -0.001 0.026 -0.039
C 4.5518 3.6491 -0.1852 0.019 -0.015 0.049
C 3.5155 3.0894 -0.9178 -0.031 -0.017 -0.032
C 2.8510 1.9695 -0.4406 -0.002 0.016 -0.041
S 1.5274 1.3758 -1.4618 -0.037 0.050 0.059
O 0.2422 1.8091 -0.8115 -0.018 -0.101 0.181
O 1.7369 1.8735 -2.7771 -0.043 -0.029 -0.015
O 1.4874 -0.1008 -1.2864 -0.122 -0.110 0.070
H 3.4442 -2.0993 1.3414 -0.001 0.021 0.011
H 4.5340 1.5182 2.4479 -0.006 -0.003 0.000
H 5.7295 3.5161 1.6026 0.001 0.006 -0.005
H 5.0645 4.5218 -0.5666 0.005 0.002 0.006
H 3.2194 3.5080 -1.8692 0.004 0.001 0.002
Br -2.2062 2.2520 1.6652 -0.078 0.023 -0.069
C -3.5385 2.0866 0.3199 0.036 0.022 0.055
C -4.5074 3.0752 0.2514 0.021 -0.007 0.014
C -5.4589 3.0368 -0.7551 0.001 -0.027 -0.027
C -5.4278 2.0325 -1.7131 -0.035 0.048 0.010
C -4.4455 1.0619 -1.6529 0.059 -0.038 0.037
C -3.5073 1.0639 -0.6239 -0.199 -0.081 -0.076
C -2.4803 -0.0109 -0.5942 -0.624 0.094 -0.126
O -2.1771 -0.5684 0.5185 0.073 0.149 -0.053
O -1.8080 -0.2884 -1.6240 0.154 0.167 0.252
H -4.5066 3.8733 0.9803 -0.003 0.000 -0.001
H -6.2177 3.8070 -0.7962 -0.004 -0.003 -0.006
H -6.1611 2.0125 -2.5075 0.000 0.002 0.000
H -4.3879 0.2820 -2.4009 -0.008 0.003 -0.005
C 1.2937 -4.4492 -0.8493 -0.027 0.072 0.033
Sb -0.0697 -3.0365 -0.0166 -0.077 0.129 0.080
C -1.9133 -4.0291 -0.4445 0.063 -0.006 0.042
C 0.0982 -3.5748 2.0426 0.017 -0.035 -0.069
H 1.1687 -5.4041 -0.3405 -0.006 0.000 -0.008
H 2.3107 -4.0881 -0.7121 -0.005 0.013 -0.008
H 1.0989 -4.5751 -1.9124 -0.003 0.017 -0.004
H -1.8029 -5.1057 -0.3209 0.000 0.001 -0.001
H -2.2372 -3.8082 -1.4598 0.018 0.002 -0.009
H -2.6644 -3.6608 0.2531 -0.007 0.009 -0.014
H -0.3569 -4.5491 2.2154 0.001 -0.003 -0.003
H -0.3968 -2.8211 2.6519 -0.012 -0.004 -0.001
H 1.1501 -3.6113 2.3213 -0.001 0.024 -0.005
```
Positions in Å, forces in eV/Å.

As for the expectation value of S²: 0.75. Its spin multiplicity is 2. As for the frontier orbital gap (alpha / beta): 0.3105 / 0.3352 Eh. The calculation puts the LUMO energy (alpha / beta) at 0.01 / -0.04 eV. The HOMO energy (alpha / beta) is -8.444 / -9.158 eV.


4.
DFT (the ωB97M-V functional and the def2-TZVPD basis) results for a structure of composition C16H18BClN7O3SV.

XYZ file:
```
48
Properties=species:S:1:pos:R:3:forces:R:3
V -1.0262 1.3812 0.4941 0.283 -0.215 -0.213
C 2.8851 0.4556 -0.5168 0.109 -0.042 0.031
C 1.8613 1.3558 -0.5707 -0.030 -0.047 -0.060
N 0.8485 0.9616 0.2566 -0.162 0.108 -0.112
N 1.2677 -0.2015 0.8590 -0.022 0.005 0.079
C 2.4640 -0.5262 0.3911 -0.061 0.007 -0.153
B 0.3801 -0.8457 1.9366 -0.085 0.022 0.035
N -0.9852 -1.2907 1.3114 0.137 0.063 0.031
C -1.5595 -2.4876 1.2825 -0.034 -0.016 -0.031
C -2.8660 -2.3539 0.8167 0.007 0.012 0.006
C -3.0217 -1.0040 0.5857 -0.036 0.014 -0.016
N -1.8747 -0.3585 0.8737 -0.071 -0.125 -0.069
N 0.0097 0.2871 2.9296 0.062 -0.065 -0.075
C 0.1904 0.3830 4.2443 -0.008 0.028 0.022
C -0.3416 1.5884 4.6826 -0.006 0.003 -0.015
C -0.8411 2.1855 3.5420 -0.018 0.056 0.032
N -0.6251 1.3997 2.4724 -0.017 -0.030 0.173
H 3.8058 0.4356 -1.0750 -0.043 0.027 -0.023
H 1.7677 2.2547 -1.1558 -0.005 0.019 -0.017
H 2.9614 -1.4381 0.6744 0.003 -0.046 0.033
H 0.9105 -1.7608 2.4732 0.035 -0.017 -0.005
H -1.0172 -3.3620 1.6026 0.018 -0.010 0.013
H -3.5942 -3.1325 0.6791 -0.012 -0.014 -0.003
H -3.8815 -0.4681 0.2185 -0.006 0.004 0.001
H 0.6864 -0.4038 4.7877 0.005 -0.022 0.002
H -0.3577 1.9726 5.6860 0.000 0.007 0.020
H -1.3394 3.1352 3.4520 -0.010 0.006 -0.017
Cl -3.2601 2.3370 0.6599 -0.138 0.106 0.037
C -1.7570 3.2675 0.6096 0.155 0.061 -0.037
H -1.6320 3.8509 1.5122 -0.015 -0.005 0.015
H -1.7090 3.8739 -0.2911 -0.018 -0.042 -0.019
N -1.3893 1.2983 -1.6913 -0.172 0.041 0.203
C -0.5456 0.3108 -2.3656 0.057 -0.014 -0.066
C -0.6554 -1.0272 -2.0041 -0.081 0.073 0.088
C 0.3492 -1.9000 -2.3646 0.003 -0.002 -0.004
C 1.4532 -1.4324 -3.0687 0.004 -0.014 0.000
C 1.4508 -0.1527 -3.5882 0.036 0.111 0.008
C 0.4438 0.7384 -3.2276 0.017 -0.035 0.047
S 2.9479 -2.4255 -3.0224 -0.095 -0.107 0.135
O 2.5411 -3.7331 -3.4731 0.071 0.024 -0.016
O 3.8935 -1.6955 -3.8321 0.050 0.023 -0.045
O 3.2143 -2.3503 -1.5779 0.043 0.045 0.018
H -1.2777 2.2008 -2.1512 0.031 -0.024 -0.030
H -2.3724 1.0581 -1.8211 -0.011 0.008 0.020
H -1.4973 -1.3770 -1.4204 0.004 -0.001 -0.007
H 0.3286 -2.9378 -2.0568 -0.004 -0.012 0.005
H 2.2866 0.1627 -4.1987 0.024 -0.001 -0.006
H 0.4793 1.7707 -3.5605 0.004 0.031 -0.012
```
Positions in Å, forces in eV/Å.

As for the expectation value of S²: 0.78. Its spin multiplicity is 2. The charge is +1. As for the frontier orbital gap (alpha / beta): 0.1424 / 0.1697 Eh. The calculation puts the LUMO energy (alpha / beta) at -6.60 / -5.87 eV. The HOMO energy (alpha / beta) is -10.480 / -10.482 eV.


Relative energy (zero: lowest compared OMol25 entry of this formula, charge and spin) (kJ/mol)
58.9; 135.2; 50.3; 0.0